Record 1
131
Properties=species:S:1:pos:R:3 method="wB97M-V/def2-TZVPD" fmax_ev_per_a=3.1 total_charge=+1 e_tot_ha=-4198.56618 homo_energy_ev=-10.09
C 6.71 -1.93 -2.25
C 5.42 -1.72 -1.53
O 5.18 -0.74 -0.84
O 4.47 -2.77 -1.62
C 3.28 -2.40 -2.14
O 3.14 -1.44 -2.89
C 2.07 -3.23 -1.81
N 2.04 -3.97 -0.52
C 1.76 -3.24 0.79
C 1.07 -1.89 0.76
C 1.84 -0.69 0.18
C 1.58 0.62 0.91
F 1.20 0.47 2.19
F 0.66 1.37 0.26
F 2.73 1.36 0.92
C 2.91 -3.56 1.74
C 4.27 -2.89 1.54
C 4.75 -2.17 2.80
C 3.88 -0.96 3.08
C 4.07 -0.29 4.43
S 3.72 -1.27 5.90
O 4.97 -1.69 6.44
O 2.89 -0.48 6.75
Cl 2.59 -2.90 5.36
C 3.08 -5.05 1.33
N 4.22 -5.76 1.88
C 3.10 -5.00 -0.20
O 2.81 -6.22 -0.76
C 3.31 -6.40 -2.11
C 4.37 -7.48 -2.15
C 5.64 -6.98 -1.46
C 4.62 -7.82 -3.65
C 5.56 -6.81 -4.32
C 5.19 -9.23 -3.74
H 6.86 -1.10 -2.92
H 7.49 -1.85 -1.49
H 6.78 -2.89 -2.74
H 1.20 -2.59 -1.86
H 1.95 -3.95 -2.61
H 1.22 -4.57 -0.62
H 0.99 -3.88 1.22
H 0.71 -1.71 1.76
H 0.17 -2.01 0.16
H 2.92 -0.82 0.11
H 1.50 -0.52 -0.83
H 2.53 -3.57 2.75
H 4.29 -2.17 0.74
H 5.03 -3.63 1.31
H 5.79 -1.88 2.69
H 4.74 -2.86 3.64
H 4.11 -0.21 2.33
H 2.83 -1.20 2.98
H 5.05 0.14 4.57
H 3.35 0.52 4.50
H 2.19 -5.64 1.57
H 4.05 -6.75 1.75
H 4.19 -5.64 2.88
H 4.11 -4.72 -0.45
H 3.76 -5.49 -2.49
H 2.45 -6.65 -2.73
H 4.00 -8.34 -1.61
H 5.55 -7.09 -0.39
H 6.47 -7.59 -1.79
H 5.83 -5.94 -1.71
H 3.66 -7.80 -4.15
H 6.58 -7.05 -4.09
H 5.41 -6.85 -5.39
H 5.36 -5.80 -3.99
H 4.67 -9.89 -3.06
H 6.24 -9.23 -3.45
H 5.10 -9.63 -4.74
F -4.98 3.06 -1.91
C -4.20 3.14 -0.81
C -2.90 2.68 -0.88
C -2.10 2.77 0.25
C -2.60 3.31 1.42
C -3.91 3.77 1.47
C -4.72 3.69 0.34
H -2.53 2.25 -1.80
H -1.08 2.41 0.21
H -1.98 3.38 2.30
H -4.31 4.19 2.38
H -5.74 4.05 0.35
F 4.15 1.35 -5.69
C 3.31 1.99 -4.85
C 3.25 1.60 -3.53
C 2.40 2.27 -2.67
C 1.60 3.30 -3.14
C 1.66 3.68 -4.48
C 2.53 3.02 -5.34
H 3.88 0.79 -3.19
H 2.35 1.98 -1.63
H 0.93 3.82 -2.47
H 1.04 4.48 -4.85
H 2.60 3.30 -6.38
F -11.33 3.21 1.90
C -10.68 3.52 0.76
C -11.09 4.62 0.03
C -10.41 4.94 -1.13
C -9.34 4.16 -1.56
C -8.95 3.06 -0.81
C -9.62 2.74 0.37
H -11.93 5.21 0.38
H -10.72 5.80 -1.71
H -8.82 4.41 -2.47
H -8.12 2.45 -1.14
H -9.32 1.89 0.97
F -1.93 2.16 4.58
C -1.21 2.31 5.71
C 0.02 1.69 5.80
C 0.77 1.84 6.96
C 0.28 2.60 8.01
C -0.96 3.21 7.90
C -1.71 3.07 6.75
H 0.38 1.09 4.97
H 1.74 1.36 7.03
H 0.87 2.71 8.91
H -1.34 3.80 8.73
H -2.68 3.54 6.64
F -9.29 7.71 -2.36
C -10.10 8.79 -2.42
C -10.28 9.56 -1.29
C -11.11 10.67 -1.35
C -11.75 10.99 -2.54
C -11.55 10.20 -3.67
C -10.72 9.10 -3.62
H -9.78 9.28 -0.37
H -11.25 11.28 -0.48
H -12.39 11.85 -2.59
H -12.05 10.45 -4.60
H -10.55 8.47 -4.48

---

Record 2
119
Properties=species:S:1:pos:R:3 method="wB97M-V/def2-TZVPD" fmax_ev_per_a=5.4 total_charge=+1 e_tot_ha=-2190.94429 homo_energy_ev=-9.60
C 1.41 3.68 4.45
C 0.19 3.51 5.36
C 0.74 3.39 6.78
C -0.71 4.74 5.38
C -0.69 2.29 5.02
C -0.83 1.24 5.93
C -1.99 0.47 5.92
C -2.89 0.64 4.88
C -2.62 1.48 3.78
C -3.78 1.65 2.78
C -3.53 2.60 1.63
C -5.02 2.19 3.53
C -4.14 0.28 2.21
C -1.45 2.27 3.84
N -0.84 2.80 2.64
C -0.43 1.97 1.63
B -1.26 0.76 1.73
H 1.30 -2.11 -1.30
N 0.14 2.69 0.63
C 0.70 2.19 -0.59
C 0.03 2.30 -1.85
C -0.50 3.58 -2.55
C -0.90 3.28 -4.01
C 0.63 4.61 -2.61
C -1.77 4.04 -1.87
C -0.08 1.14 -2.61
C 0.77 0.08 -2.40
C 1.83 0.27 -1.51
C 1.85 1.34 -0.61
C 3.08 1.46 0.30
C 2.79 0.60 1.53
C 3.40 2.88 0.73
C 4.33 0.94 -0.41
C -0.10 4.02 0.95
C -0.72 4.07 2.15
H 1.19 4.26 3.55
H 2.19 4.24 4.99
H 1.84 2.71 4.17
H -0.07 3.23 7.49
H 1.47 2.58 6.87
H 1.24 4.33 7.04
H -1.52 4.56 6.09
H -0.13 5.62 5.70
H -1.16 4.95 4.41
H -0.06 1.08 6.68
H -2.20 -0.22 6.73
H -3.84 0.10 4.91
H -2.71 2.23 1.00
H -4.43 2.64 1.00
H -3.33 3.62 1.98
H -5.33 1.52 4.34
H -4.78 3.18 3.96
H -5.85 2.31 2.83
H -4.48 -0.40 3.00
H -4.97 0.41 1.49
H -3.25 -0.12 1.71
H -0.66 -0.01 2.47
H -1.46 0.42 0.60
H -1.74 2.59 -4.08
H -1.21 4.20 -4.51
H -0.06 2.87 -4.60
H 0.98 4.88 -1.61
H 1.47 4.16 -3.15
H 0.32 5.51 -3.14
H -1.56 4.61 -0.96
H -2.38 4.66 -2.54
H -2.36 3.17 -1.59
H -0.79 1.09 -3.43
H 0.62 -0.86 -2.93
H 2.68 -0.41 -1.53
H 2.79 -0.46 1.27
H 3.57 0.78 2.27
H 1.80 0.84 1.94
H 3.55 3.53 -0.14
H 2.66 3.33 1.39
H 4.35 2.86 1.28
H 4.46 1.47 -1.37
H 5.21 1.13 0.21
H 4.32 -0.13 -0.61
H 0.15 4.81 0.29
H -1.15 4.94 2.60
C 4.13 -1.67 -5.35
C 3.65 -2.35 -4.12
C 4.29 -2.17 -2.88
C 3.76 -2.66 -1.71
C 2.53 -3.38 -1.78
C 1.49 -3.01 -0.79
C 0.25 -3.81 -0.80
C -0.78 -3.56 -1.72
C -1.53 -4.63 -2.20
C -1.31 -5.89 -1.64
O -1.84 -7.04 -2.18
C -1.76 -7.39 -3.52
C -2.67 -8.38 -3.88
C -2.48 -9.10 -5.05
C -1.39 -8.79 -5.88
C -0.53 -7.75 -5.55
C -0.73 -6.99 -4.39
C -0.56 -6.02 -0.46
C 0.18 -4.95 0.00
C 1.99 -3.71 -3.04
C 2.53 -3.19 -4.19
H 3.61 -2.04 -6.25
H 3.95 -0.59 -5.26
H 5.20 -1.81 -5.52
H 5.21 -1.60 -2.90
H 4.20 -2.40 -0.74
H 1.91 -3.00 0.22
H -0.95 -2.54 -2.08
H -2.29 -4.48 -2.97
H -3.49 -8.59 -3.19
H -3.18 -9.90 -5.31
H -1.23 -9.37 -6.79
H 0.31 -7.51 -6.20
H -0.10 -6.15 -4.13
H -0.52 -7.01 0.00
H 0.74 -5.04 0.94
H 1.02 -4.20 -3.06
H 2.09 -3.48 -5.14

---

Record 3
146
Properties=species:S:1:pos:R:3 method="wB97M-V/def2-TZVPD" fmax_ev_per_a=3.3 total_charge=+5 e_tot_ha=-5298.25692 homo_energy_ev=-16.55
C -27.37 7.15 13.56
N -26.16 7.00 12.80
C -25.00 7.60 13.18
C -23.77 7.42 12.61
C -23.71 6.68 11.45
C -24.88 5.94 11.11
C -26.06 6.15 11.78
C -22.44 6.64 10.67
C -21.18 6.63 11.32
C -20.06 6.82 10.58
N -20.06 7.03 9.27
C -21.23 7.14 8.66
C -22.41 6.91 9.31
C -18.77 7.26 8.50
H -27.68 8.23 13.53
H -27.21 6.70 14.53
H -28.14 6.53 13.08
H -25.09 8.29 14.04
H -22.89 7.99 12.93
H -24.91 5.17 10.40
H -26.90 5.52 11.53
H -21.12 6.28 12.32
H -19.07 6.75 11.07
H -21.17 7.43 7.63
H -23.34 7.00 8.75
H -18.48 6.35 8.00
H -18.04 7.72 9.15
H -19.03 8.06 7.78
C -15.95 1.79 22.44
N -16.37 1.32 21.05
C -17.49 1.79 20.53
C -18.09 1.30 19.39
C -17.46 0.29 18.71
C -16.23 -0.26 19.28
C -15.78 0.25 20.44
C -18.09 -0.28 17.52
C -17.57 -1.44 16.87
C -18.03 -1.89 15.65
N -18.90 -1.14 14.96
C -19.42 0.00 15.53
C -19.13 0.42 16.78
C -19.44 -1.59 13.68
H -16.31 2.83 22.62
H -14.92 1.86 22.56
H -16.33 1.06 23.18
H -17.98 2.57 21.11
H -18.96 1.76 18.97
H -15.71 -1.17 18.95
H -14.97 -0.12 21.00
H -16.86 -2.12 17.38
H -17.76 -2.89 15.33
H -20.17 0.49 14.93
H -19.65 1.32 17.07
H -20.36 -1.09 13.51
H -19.53 -2.69 13.62
H -18.77 -1.31 12.90
C -32.73 -1.05 11.68
N -33.53 0.19 11.83
C -32.91 1.37 11.90
C -33.63 2.55 12.08
C -35.05 2.55 11.93
C -35.61 1.25 11.71
C -34.83 0.09 11.77
C -35.87 3.78 11.91
C -35.44 4.91 11.21
C -36.29 6.03 11.13
N -37.48 6.11 11.70
C -37.84 5.05 12.51
C -37.08 3.88 12.57
C -38.31 7.34 11.65
H -31.72 -0.83 11.31
H -33.33 -1.68 11.08
H -32.67 -1.54 12.65
H -31.82 1.41 11.81
H -32.97 3.43 12.14
H -36.68 1.09 11.59
H -35.35 -0.90 11.81
H -34.51 4.94 10.65
H -35.87 6.90 10.67
H -38.91 5.08 12.92
H -37.34 3.09 13.34
H -38.37 7.67 10.65
H -37.79 8.05 12.29
H -39.27 7.11 12.15
C -24.99 1.97 18.88
C -23.92 1.61 19.87
N -23.35 2.77 20.64
C -23.62 3.14 21.96
C -23.03 4.33 22.14
N -22.47 4.73 20.92
C -22.77 3.75 20.05
C -21.71 5.98 20.78
H -25.89 2.36 19.28
H -25.20 0.97 18.47
H -24.65 2.61 18.07
H -23.07 1.09 19.38
H -24.38 0.83 20.52
H -24.09 2.46 22.63
H -22.93 4.93 23.07
H -22.51 3.83 19.01
H -22.11 6.65 21.57
H -21.93 6.37 19.83
H -20.64 5.82 20.87
C -24.66 -9.32 21.51
C -23.95 -9.43 20.21
N -23.68 -7.97 19.82
C -24.51 -7.21 19.06
C -24.03 -5.95 19.15
N -22.99 -5.96 20.06
C -22.85 -7.17 20.49
C -22.27 -4.79 20.63
H -23.95 -8.91 22.29
H -25.03 -10.24 21.86
H -25.39 -8.53 21.41
H -24.51 -9.85 19.38
H -23.07 -10.07 20.30
H -25.32 -7.60 18.57
H -24.24 -5.02 18.69
H -22.13 -7.44 21.23
H -22.66 -4.49 21.59
H -22.31 -4.01 19.87
H -21.24 -5.17 20.76
C -23.29 4.36 16.03
F -23.87 4.66 17.29
F -24.16 3.56 15.40
F -23.24 5.55 15.31
S -21.71 3.41 16.36
O -21.18 3.35 14.97
O -20.90 4.19 17.31
O -22.23 2.19 17.00
C -21.03 -4.61 16.70
F -20.65 -5.46 17.63
F -20.02 -4.65 15.75
F -22.24 -4.98 16.24
S -21.23 -2.86 17.25
O -20.05 -2.57 18.04
O -21.26 -2.22 15.95
O -22.47 -2.89 17.99
C -30.15 4.33 14.02
F -29.93 5.62 14.34
F -29.13 3.62 14.48
F -31.26 3.97 14.67
S -30.34 4.18 12.20
O -30.30 2.78 11.94
O -31.64 4.83 12.02
O -29.18 4.92 11.76

---

| no. | frontier orbital gap (Eh) |
| --- | --- |
| 1 | 0.2586 |
| 2 | 0.2116 |
| 3 | 0.2382 |